(1)
Below is a structure of composition C27H43Ge, with properties calculated with wB97M-V/def2-TZVPD.

The geometry in XYZ format:
```
71
Properties=species:S:1:pos:R:3:forces:R:3
C -3.33633 -1.18145 0.82436 0.1 -0.1 -0.1
H 5.49468 -2.52275 -0.40202 0.0 0.0 0.0
H -0.82257 0.69712 -3.30977 0.0 -0.2 -0.3
H -3.79677 -1.94827 0.18620 0.0 0.1 0.1
H -5.01710 0.17679 0.57828 0.0 0.0 0.0
C 5.03223 -3.01250 -1.26124 0.2 0.0 0.0
H -3.23031 -2.41385 2.58799 0.0 0.1 -0.1
H 2.65198 -2.51114 5.50152 0.0 0.0 0.0
C -4.44181 1.63442 -2.23561 0.0 -0.1 -0.3
H -0.35079 -0.98728 -0.49746 0.0 0.2 -0.3
H 4.92279 -2.25835 -2.04287 0.0 0.0 0.0
H -3.64657 3.66326 0.31927 0.0 0.1 0.2
C 1.36702 -3.20919 0.03616 -0.4 0.2 0.1
C -3.18250 1.35534 -2.70079 0.1 -0.1 0.0
H 1.51241 -3.92703 0.84616 0.1 -0.1 0.0
C 2.68376 -2.58917 -0.38472 0.3 -0.1 0.0
H -3.05469 0.73056 -3.56984 0.0 -0.2 -0.1
C 3.69185 -3.62370 -0.89205 -0.1 -0.1 0.0
C 0.49262 2.18758 -2.64002 -0.4 -0.1 0.0
H 0.89323 -3.74740 -0.78728 0.1 -0.1 -0.1
C 1.51217 1.60888 -3.42573 0.1 -0.1 -0.1
H 3.83066 -4.39736 -0.12430 0.0 0.2 -0.1
H -1.08575 -3.46853 2.19687 -0.1 0.0 0.0
H 2.75203 -0.39250 4.12060 -0.1 -0.1 0.0
Ge 0.08213 -1.87768 0.67875 0.1 -0.3 0.0
C -1.47248 -2.81523 1.40997 0.3 0.0 -0.2
H 0.23286 -2.06661 3.63866 0.1 0.1 0.1
C 1.79409 -0.81652 4.45119 0.0 0.1 -0.1
H -3.95618 0.57859 1.92604 0.0 0.0 0.0
C 0.80439 3.38704 -1.96751 0.1 0.2 0.0
H 5.16654 3.06239 -2.40867 0.0 0.0 -0.1
C 1.99630 -1.66073 5.69894 0.1 0.0 0.2
C -3.50852 3.02565 -0.53534 0.3 0.1 0.0
C 1.17004 -1.60569 3.29834 0.1 0.0 0.3
H 2.50112 -1.83234 -1.15932 0.1 -0.1 -0.1
H 1.15636 0.04781 4.68193 0.0 -0.1 0.0
H 1.04903 -2.06272 6.06452 0.0 0.0 0.0
C 2.07489 3.90967 -2.01527 -0.4 0.1 0.2
H 1.28068 0.74034 -4.02046 0.0 -0.2 0.0
H -6.64375 3.18895 -1.35433 0.1 -0.1 0.0
H -1.40322 3.19861 -0.47772 0.1 0.0 0.2
H 2.29765 4.81851 -1.48588 0.0 0.2 0.1
H -2.06902 -1.11154 2.57353 -0.1 0.0 0.0
H 3.26400 -4.14873 -1.75705 0.0 0.1 0.1
H -1.86059 -3.46276 0.62219 -0.1 -0.1 0.0
H -5.29803 1.20074 -2.72287 -0.2 -0.1 -0.1
H -6.47425 1.77549 -0.31376 0.0 0.0 -0.1
C -4.63261 2.46606 -1.13819 -0.1 -0.1 0.0
C 4.47808 3.83071 -2.76336 0.1 0.3 0.2
H -5.07389 -0.77303 2.05805 0.0 0.0 0.0
H 3.52165 1.70550 -4.10010 0.2 -0.2 -0.1
C 2.76742 2.15830 -3.48061 -0.1 -0.3 -0.2
C -0.78016 1.56516 -2.67248 0.0 0.8 0.2
H 1.80607 -0.32205 1.66460 0.1 0.1 0.1
H 4.58309 4.69648 -2.10721 0.0 -0.1 -0.1
C -4.40303 -0.24993 1.37286 -0.1 0.1 0.0
H 1.82320 -2.44650 3.02726 0.0 0.1 0.1
H -2.65283 -0.62948 0.16614 -0.1 0.0 0.1
C -2.03492 1.91899 -2.10353 0.3 -0.1 0.0
H 5.73685 -3.76269 -1.62669 -0.1 0.0 0.0
H 2.44196 -1.08613 6.51381 0.0 0.0 -0.1
C -2.23978 2.77326 -0.99964 0.0 0.0 0.0
H 4.79160 4.12578 -3.76744 0.0 -0.1 0.0
H 3.11486 -2.03982 0.46290 0.1 -0.1 -0.1
C 0.89284 -0.76498 2.06786 -0.2 0.0 -0.4
C 3.08518 3.29977 -2.75427 0.1 -0.1 0.1
H 0.20490 0.05363 2.28958 0.0 0.1 0.1
H -5.98129 3.35937 0.27453 0.0 0.0 -0.1
H 0.03655 3.93836 -1.45923 -0.1 0.1 0.2
C -2.53786 -1.86878 1.93204 -0.3 0.0 0.3
C -6.00413 2.71535 -0.60647 -0.1 0.2 0.3
```
Positions in Å, forces in eV/Å.

Calculated values
- orbital gap (hartree) = 0.22190
- lowest unoccupied orbital energy (hartree) = -0.2028
- total charge = +1
- electronic energy (eV) = -85206.08172

(2)
Below is a structure of composition C27H44BN8Si2Sn, with properties calculated with wB97M-V/def2-TZVPD.

The geometry in XYZ format:
```
83
Properties=species:S:1:pos:R:3:forces:R:3
N 3.48066 1.22042 0.03149 0.0 0.0 0.0
C -5.95364 0.32472 0.03517 0.0 0.0 0.0
H -0.60798 0.59398 4.13337 0.0 0.0 0.0
C -2.94843 -4.58289 -0.05734 0.0 0.0 0.0
N -2.24226 -1.51237 -0.01763 -0.2 -0.1 0.0
H -5.00850 2.17682 0.02753 0.0 0.0 0.1
H -2.52948 3.47592 2.43938 0.0 0.0 0.0
H -4.59029 3.20217 -1.58197 0.1 0.1 -0.1
N -2.45096 1.32386 -0.02242 0.0 0.0 0.1
H -6.93996 0.77126 0.04911 0.0 0.0 0.0
C 1.81130 3.39664 2.32788 0.0 0.0 0.0
H 2.65362 5.22246 -1.65750 0.0 0.0 0.0
H -3.76885 4.75426 -1.40553 0.0 0.0 0.0
C -0.84967 0.97646 3.14214 0.0 0.0 0.0
C -3.49181 0.57994 0.00294 0.0 0.0 -0.1
C 0.31959 1.80071 -2.67040 0.0 0.0 0.0
H -0.50372 0.52011 -4.16688 0.0 0.0 0.0
H 0.72264 3.32377 -4.23394 0.0 0.0 0.0
N 1.81453 2.55897 -1.26882 0.0 0.0 0.0
H -0.19370 -4.30718 -1.66026 0.0 0.0 0.0
C -3.27763 3.66652 1.66511 0.0 0.0 0.0
H 2.61122 5.25331 1.62261 0.0 0.0 0.0
C 0.93073 2.90379 -3.26440 0.0 0.0 0.0
H 3.43185 3.48064 0.00848 0.0 0.0 0.0
H 0.09582 -2.56524 -1.66047 0.0 0.0 0.0
H 4.11520 -3.02795 0.08196 0.0 0.0 0.0
Si -2.60227 3.11714 0.00510 0.0 -0.1 0.0
C 0.84618 2.96360 3.22554 0.0 0.0 0.0
H 2.65933 -2.61828 -0.82265 0.0 0.0 0.0
H 5.73348 2.68774 0.92823 0.0 0.0 0.0
H 0.61408 3.40043 4.18203 0.0 0.0 0.0
C 5.83286 2.04215 0.05537 0.0 0.0 0.0
N 2.78792 0.05138 0.03427 0.0 0.1 0.0
C 0.24977 1.85014 2.63574 0.0 0.0 0.0
C -3.61504 3.67377 -1.46927 0.0 0.1 0.0
H -3.04829 3.48972 -2.38593 0.0 0.0 0.0
B 2.69635 2.54438 0.00765 -0.1 0.0 0.0
H 5.75754 2.66954 -0.83303 0.0 0.0 0.0
H 2.63856 -2.60122 0.94376 0.0 0.0 0.0
H -1.02756 0.12796 2.47908 0.0 0.0 0.0
H -3.43683 4.74792 1.64145 0.0 0.0 0.0
H -2.38544 -5.52105 -0.07125 0.0 0.0 0.0
H -0.29280 3.83017 0.65368 0.0 0.0 0.0
H -1.78375 1.53359 3.21771 0.0 0.0 0.0
H 2.65419 5.01098 -3.41230 0.0 0.0 0.0
C -0.67143 -3.37468 1.50884 0.0 0.0 0.0
C -0.98632 4.01604 -0.16449 0.0 0.0 0.0
H -1.69980 1.47528 -3.29470 0.0 0.0 0.0
H -0.18418 -4.35239 1.53630 0.0 0.0 0.0
N 1.78033 2.58345 1.25945 0.0 0.0 0.0
H -1.30579 -3.29821 2.39527 0.0 0.0 0.0
H 2.56680 5.07260 3.38028 0.0 0.0 0.0
C 1.87273 3.35307 -2.35032 0.0 0.0 0.0
N 0.82444 1.63668 1.45039 0.0 0.0 0.0
H -0.48556 3.84096 -1.11478 0.0 0.0 0.0
C 4.96331 -0.40888 0.06892 0.0 0.0 0.0
C 2.74862 4.54998 2.44417 0.0 0.0 0.0
C -4.65112 -1.71696 0.00486 0.1 0.0 0.0
H 3.85052 4.17595 -2.41721 0.0 0.0 0.0
H -1.25091 5.07864 -0.12930 0.0 0.0 0.0
Sn 0.47626 0.01198 0.00200 0.1 -0.1 0.0
C 2.81225 4.50498 -2.46284 0.0 0.0 0.0
H -3.58610 -4.57715 -0.94326 0.0 0.0 0.0
H 6.82344 1.59396 0.07354 0.0 0.0 0.0
H -6.75082 -1.71732 0.03162 0.0 0.0 0.0
N 0.86400 1.60835 -1.46738 0.0 0.0 0.0
C 4.79926 0.96743 0.05234 0.0 0.0 0.0
H -0.96243 0.08163 -2.51540 0.0 0.0 0.0
H -4.57754 -2.79213 -0.00256 0.0 0.0 0.0
H 3.78744 4.21982 2.43085 0.0 0.0 0.0
Si -1.69571 -3.19648 -0.04161 0.0 0.2 0.0
C -3.38312 -0.95958 -0.00484 0.0 0.0 0.0
H -4.20786 3.19811 1.98148 0.0 0.0 0.0
H 0.10437 -2.61100 1.58487 0.0 0.0 0.0
H -3.58154 -4.60098 0.83163 0.0 0.0 0.0
C -0.68024 -3.33050 -1.60220 0.0 0.0 0.0
C -5.84514 -1.12476 0.02442 0.0 0.0 0.0
H 5.89437 -0.94973 0.08729 0.0 0.0 0.0
C 3.24548 -2.37502 0.06534 0.0 0.0 0.0
C -0.76824 0.91903 -3.18805 0.0 0.0 0.0
C 3.67491 -0.94378 0.05664 0.0 0.0 0.0
C -4.87271 1.10773 0.02537 0.0 0.0 0.1
H -1.31926 -3.22838 -2.48270 0.0 0.0 0.0
```
Positions in Å, forces in eV/Å.

Calculated values
- energy relative to the best compared isomer or geometry (same formula, charge and spin) (eV) = 0.027
- orbital gap (hartree) = 0.27407
- lowest unoccupied orbital energy (hartree) = -0.1280
- total charge = +1
- electronic energy (eV) = -62898.16395

(3)
Below is a structure of composition C27H44BrN3OP2Pd in a non-equilibrium geometry, with properties calculated with wB97M-V/def2-TZVPD.

The geometry in XYZ format:
```
79
Properties=species:S:1:pos:R:3:forces:R:3
H 4.79328 -4.90595 -6.12654 -0.1 0.0 0.2
C 0.34515 -1.91668 0.09752 1.0 0.4 0.1
C 2.21653 3.02775 1.76165 -0.1 -0.2 0.0
C 2.81426 -4.16742 -3.44481 0.2 -0.5 0.2
Pd 2.48095 -1.03189 -2.77444 0.4 2.2 -1.0
C 4.06589 1.66837 -1.71553 0.0 -0.5 0.0
H -3.44988 -3.16125 5.41503 -0.3 0.1 -0.4
H -1.85726 1.17084 -3.82074 -0.2 -0.2 0.1
C -3.36583 -0.07127 0.02778 0.2 0.1 -0.1
C 1.71688 -2.17117 -0.18529 -0.7 0.4 1.0
H -0.34223 5.07666 -1.48653 0.1 0.0 0.2
H -3.40829 0.61793 -3.17730 0.3 0.0 0.2
N 3.84117 -6.31757 -4.96153 0.2 -0.1 -0.1
P 2.59479 3.22786 -0.03857 0.1 1.0 0.5
H -0.45943 -2.16831 -0.60831 0.6 0.0 0.3
C -2.52416 2.47895 1.04070 0.2 0.1 -0.1
H -0.99485 -0.93271 1.45483 0.6 0.1 0.0
H -2.98147 1.95624 1.89665 0.2 0.1 -0.2
H 3.53116 4.60172 2.50199 0.0 -0.2 0.0
C 0.05204 -1.15552 1.22305 -0.3 0.0 0.4
C 3.30927 3.54653 2.69707 -0.1 0.0 0.1
H 3.51107 1.01885 0.30070 -0.1 0.1 -0.2
H -3.06549 -0.93518 -0.58490 -0.1 0.1 0.1
H 3.75977 -2.12928 0.55327 -0.5 0.0 0.1
H 4.56281 0.70765 -1.89594 0.0 0.1 -0.1
C 2.71395 -1.88934 0.77545 -0.1 0.2 -0.4
H 0.43287 5.48872 0.05864 0.0 -0.1 -0.1
H -2.95266 4.23219 -0.20900 -0.1 -0.2 0.1
H -1.89117 -0.16034 -2.65173 -0.1 0.3 0.0
C 3.62113 -3.96166 -4.56202 0.5 -0.5 -0.6
C -4.75302 0.40831 -0.37274 -0.4 -0.3 0.0
H -4.77564 0.87414 -1.36412 0.0 0.0 0.2
H -1.00797 -0.94207 4.83392 0.0 -0.1 0.0
C 2.48107 -2.98615 -2.65375 -1.2 -0.5 2.7
H 3.13636 -0.92833 2.67562 -0.1 0.1 -0.3
H -4.72189 -4.24463 3.54205 -0.1 0.2 0.0
H -3.82188 4.17367 1.32102 0.0 0.0 -0.1
H 4.24275 2.98265 2.59251 -0.1 0.1 0.0
H -1.33899 2.49414 -1.98634 -0.4 -0.2 0.0
C 3.03561 -6.53835 -3.92264 -0.3 0.5 0.2
H 2.02033 1.95902 1.93469 0.1 0.4 0.0
H -5.42889 -0.45459 -0.41043 -0.1 0.2 0.0
H 3.55435 1.96537 -2.63941 0.1 0.1 0.1
H 2.15491 0.99166 -0.84049 0.2 -0.2 0.0
C -2.35747 0.80214 -2.91547 0.1 0.1 -0.3
C 0.87526 3.46777 -0.66761 -0.1 -0.3 0.0
C -2.22413 1.85882 -1.81086 -0.2 0.5 0.2
H 2.97390 3.45982 3.73774 0.2 0.0 -0.1
H -3.09458 2.52788 -1.78492 0.2 -0.1 -0.3
H -1.58853 2.93089 1.41296 -0.4 0.0 0.0
H 4.83178 2.42484 -1.49516 -0.2 -0.2 -0.1
C 2.48583 -5.51952 -3.12772 0.4 0.2 -0.6
H 0.16985 3.01762 0.05444 0.2 0.1 -0.4
H -4.69163 -2.63881 2.76029 0.0 -0.1 0.1
H 0.79001 2.89289 -1.60258 0.0 0.2 0.1
H -3.36347 -0.41446 1.07637 0.1 0.1 -0.4
C 4.13559 -5.05970 -5.26993 -0.6 0.4 0.4
C 0.56919 4.95333 -0.88940 -0.1 0.0 -0.1
H 2.81357 -7.59463 -3.73130 0.0 0.4 0.1
H 1.38812 5.44943 -1.42266 -0.1 -0.1 0.1
C -4.73901 -3.16115 3.71805 -0.3 -0.1 -0.1
C -3.45779 3.55529 0.49187 -0.2 0.3 0.3
H 1.81944 -5.81874 -2.32162 0.2 0.4 0.0
H -1.59339 -2.28284 5.75631 0.2 0.2 -0.1
H -5.17211 1.11043 0.35718 0.1 -0.1 -0.2
O -2.83196 -1.07851 3.09592 0.0 -0.9 1.3
C 1.08510 -0.69510 2.04821 0.1 -0.9 0.1
H -5.67540 -2.89466 4.22656 0.1 -0.1 -0.2
H -4.34123 3.13655 -0.00624 0.3 0.1 0.1
N -3.59756 -2.76453 4.49436 0.6 0.3 0.1
N -1.77772 -1.53154 5.10823 -0.5 0.0 -0.5
H 3.87768 -2.95553 -4.89933 -0.1 -0.3 0.3
C 2.40202 -1.15169 1.90386 -0.7 0.1 0.1
C -2.74422 -1.75070 4.13457 0.1 0.4 -0.2
C 2.12222 -2.44420 -1.51658 0.7 -2.8 -2.6
P -1.98080 1.14874 -0.13001 0.3 -0.5 0.2
H 1.26913 3.55543 1.95742 0.3 -0.1 0.0
C 3.06700 1.53974 -0.55896 -0.1 -0.1 -0.1
Br 0.70801 0.42515 3.54501 -0.2 -0.2 0.0
```
Positions in Å, forces in eV/Å.

Calculated values
- energy relative to the best compared isomer or geometry (same formula, charge and spin) (eV) = 1.886
- orbital gap (hartree) = 0.27824
- lowest unoccupied orbital energy (hartree) = -0.0046
- electronic energy (eV) = -127328.22775

(4)
Below is a structure of composition C27H44BrNP2SW in a non-equilibrium geometry, with properties calculated with wB97M-V/def2-TZVPD.

The geometry in XYZ format:
```
77
Properties=species:S:1:pos:R:3:forces:R:3
H 2.88394 0.42827 2.57357 0.0 0.0 -0.4
H -1.70241 -4.46324 -1.72668 0.2 -0.3 0.3
H 2.65612 -4.23348 2.14088 -0.1 0.3 -0.2
N -0.86891 6.64026 -4.66393 0.3 -0.3 0.1
H -0.31150 7.48039 -2.87838 0.0 -0.4 0.0
H 1.77909 -0.88962 4.61936 -0.2 0.1 0.3
S -0.22284 0.40849 4.50780 0.9 0.9 0.7
C -0.35268 1.79861 -2.10473 0.0 2.3 -1.8
C -0.14294 5.32450 -2.77593 0.4 -0.4 0.2
C -0.78861 1.86769 0.32705 0.3 0.7 -0.2
H 0.83576 -2.63055 1.97821 0.3 0.0 0.0
H 4.24475 -0.40695 -1.22309 -0.1 0.4 -0.2
H -4.67409 2.09036 -0.00315 0.1 -0.1 0.0
C -3.04397 1.63785 1.38215 3.0 -0.5 -1.9
H 2.13627 0.86101 4.55246 -0.2 0.1 0.2
C -2.02209 -2.34327 1.09160 -0.2 0.7 0.6
H -3.91663 -3.32949 1.48995 0.2 0.3 -0.1
C -0.10838 -3.41090 -0.68110 0.7 1.0 -0.3
P 1.72281 -0.65071 0.77164 1.9 -1.8 1.0
H 2.60479 -3.80370 0.42937 0.0 0.1 0.2
H -0.05069 2.45074 5.78740 0.1 -0.2 0.2
C 1.48138 0.09876 4.97963 -0.1 -0.5 -0.5
C -2.34513 -2.12687 -2.57836 0.0 0.5 -0.5
C -0.14828 2.78714 -2.93183 -2.1 0.7 2.0
C -0.32349 4.08572 -3.49454 0.4 -0.2 -0.8
H 3.24034 -0.03774 -2.65090 0.2 -0.1 0.0
H 1.52784 0.11016 6.07006 0.0 0.1 0.2
H -1.20376 2.55710 4.43684 0.1 0.0 0.1
C 1.86268 -2.25736 1.84027 -1.2 0.1 0.0
H -3.10642 -3.99918 0.10028 -0.1 0.5 0.1
W 0.16205 0.15734 -0.92884 0.3 1.5 1.6
H 3.85537 -3.12786 1.48727 -0.5 -0.1 -0.1
H 1.31823 -0.93702 -1.86201 0.4 -0.8 0.3
H 4.71558 -1.18845 0.67084 -0.1 0.2 0.3
C 2.17843 -0.96619 -1.03481 0.5 -0.7 0.2
H -2.81334 -1.60632 -3.42820 0.1 -0.4 0.2
C -1.01035 5.52702 -5.36311 -0.2 -0.9 -0.3
C -1.63129 1.67041 1.47000 -0.9 -0.5 -0.5
H -0.92826 3.35982 -5.49643 0.2 0.6 0.4
H -1.13148 1.39072 2.39109 -0.3 0.5 0.0
C 4.49342 -0.65248 1.60147 0.3 -0.3 0.1
C -0.76395 4.24114 -4.85346 -0.2 -0.5 -0.1
H 0.55979 -3.60455 0.17369 -0.3 0.1 -0.3
H 4.51040 -1.38213 2.42187 -0.1 0.3 -0.2
C 3.18392 0.14933 1.55060 0.1 1.2 -0.5
C -2.78071 1.98236 -1.02317 -1.1 -0.1 -0.5
Br -3.98373 0.86627 2.72685 -1.0 -0.1 1.1
H -0.30367 -5.46425 -1.31766 -0.1 0.4 0.1
H -1.46430 -2.67143 -2.93805 -0.4 0.1 0.0
H 2.18635 -1.91327 2.83846 -0.1 0.2 -0.5
C -1.38583 1.77678 -0.96862 -0.1 2.3 0.6
H -1.35817 5.64242 -6.38792 0.1 -0.1 0.1
H 0.54612 2.67300 4.11301 0.1 -0.2 0.1
C -0.42749 6.53282 -3.41123 0.0 -0.1 0.8
H -1.44903 -5.04318 -0.05087 0.2 0.2 -0.3
H 0.55970 -3.22210 -1.53882 -0.3 -0.1 0.2
H 3.34416 1.07755 0.98824 0.1 0.0 0.3
H -2.82927 -0.58645 -1.10248 0.5 0.1 0.0
C 2.79318 -3.40098 1.43174 0.5 -0.2 -0.3
H 3.12049 0.99149 -1.23706 0.1 0.2 0.1
H -1.39758 -0.22313 -2.13434 -0.4 -0.3 -0.5
C -1.92990 -1.03490 -1.55047 -0.6 -1.0 -0.6
H -1.44757 -3.04450 1.71397 0.1 0.3 -0.2
H 0.19064 5.33285 -1.73687 0.0 0.0 -0.3
P -0.89586 -1.72525 -0.23702 -1.4 -4.5 0.8
H 5.33187 0.03309 1.77980 -0.3 0.0 0.0
C -3.30359 -3.05527 0.62077 -0.2 -0.2 -0.1
H -3.08751 -2.81942 -2.13857 0.5 0.4 -0.2
C 3.27076 -0.03830 -1.56151 0.2 -0.4 -0.1
H 2.41752 -2.03921 -1.05165 0.1 0.3 -0.5
H 0.12064 2.50704 0.41762 -0.3 -0.8 0.1
C -3.60534 1.92351 0.10331 0.7 0.3 -0.5
H -2.27841 -1.48638 1.72695 -0.1 -0.1 0.0
H -3.91628 -2.41649 -0.01814 0.0 0.0 0.1
C -0.95396 -4.65054 -0.95051 -0.3 -0.4 -0.1
C -0.21475 2.19976 4.73867 -1.0 -0.1 -0.4
H -3.20993 2.22136 -2.01030 0.0 -0.3 0.6
```
Positions in Å, forces in eV/Å.

Calculated values
- orbital gap (alpha / beta) (hartree) = 0.23084 / 0.16336
- multiplicity = 3
- lowest unoccupied orbital energy (alpha / beta) (hartree) = -0.4860 / -0.5540
- total charge = +4
- electronic energy (eV) = -131434.23384

Question: Number 3 is which compound?
Answer: C27H44BrN3OP2Pd